Run i
{
  "formula": "C2H3N3",
  "method": "the ωB97M-V functional and the def2-TZVPD basis",
  "lumo_energy_ev": 0.777,
  "gap_ev": 10.865,
  "total_charge": 0,
  "smiles": "c1nc[nH]n1",
  "species": ["C", "N", "C", "N", "N", "H", "H", "H"],
  "coordinates": [[-0.823, -0.774, -0.679], [0.090, -1.185, 0.303], [0.655, -0.071, 0.789], [0.047, 0.941, 0.111], [-0.651, 0.455, -0.946], [-1.235, -1.569, -1.377], [1.454, 0.283, 1.549], [0.464, 1.918, 0.251]]
}

=====

Run ii
{
  "formula": "C2H3N3",
  "method": "the ωB97M-V functional and the def2-TZVPD basis",
  "lumo_energy_ev": 0.953,
  "gap_ev": 11.226,
  "total_charge": 0,
  "smiles": "c1nc[nH]n1",
  "species": ["C", "N", "C", "N", "N", "H", "H", "H"],
  "coordinates": [[-1.037, -0.460, 0.037], [0.162, -1.165, 0.010], [1.094, -0.289, -0.009], [0.488, 0.891, -0.023], [-0.850, 0.844, -0.030], [-1.975, -0.891, -0.045], [2.176, -0.460, -0.046], [0.856, 1.852, 0.226]]
}

=====

run ii is preferred energetically. Next in line: 74.3 kJ/mol higher.